Entry 1:
Entry from OMol25: C49H57AsCsIN9O5S2 as an isolated structure (the ωB97M-V functional and the def2-TZVPD basis).

## Properties
- multiplicity = 2
- Kohn-Sham gap (alpha / beta) (eV) = 4.00 / 4.35
- HOMO (alpha / beta) (Ha) = -0.0330 / -0.0460
- F_max (eV/A) = 0.92
- LUMO level (alpha / beta) (eV) = 3.098 / 3.098
- energy relative to the best compared isomer or geometry (same formula, charge and spin) (eV) = 1.391
- total charge = -2

Element x y z (Å)
Cs: -0.21 0.56 -0.33
I: -4.23 1.21 0.11
As: -2.78 -2.13 -0.96
S: -0.81 5.46 -3.36
S: 1.87 -0.88 -6.44
O: -0.06 -1.15 3.51
O: 3.54 3.90 2.53
O: 2.01 -3.00 3.26
O: 5.21 1.42 3.20
O: 0.62 4.45 1.64
N: 4.08 1.42 -3.09
N: 2.93 -0.56 -3.29
N: -0.60 3.58 -1.66
N: 2.07 -2.65 -3.88
N: 1.50 3.37 4.31
N: 0.37 1.94 2.82
N: 0.69 -0.65 -4.11
N: 1.93 1.10 -2.04
N: 2.54 1.47 3.53
C: 0.54 4.35 -1.56
C: -1.06 -3.43 0.94
C: 2.19 -0.14 1.67
C: -3.54 -0.55 1.22
C: 1.78 -1.34 -3.47
C: 4.25 -0.84 0.47
C: -5.04 -3.30 -2.49
C: -1.42 -3.12 -4.85
C: -2.03 -3.19 -2.50
C: 2.63 4.10 4.68
C: -6.99 -2.59 -0.66
C: -1.54 -5.35 2.29
C: 3.80 5.39 6.38
C: -0.66 -4.36 1.89
C: 4.42 0.65 2.32
C: -3.07 3.27 3.11
C: 3.03 0.64 2.47
C: -0.70 2.85 2.75
C: -0.60 4.12 2.15
C: -1.39 4.06 -2.56
C: 3.70 4.36 3.79
C: 4.85 5.59 5.51
C: 0.63 -0.28 -5.42
C: -1.50 -4.47 -2.43
C: 5.04 -0.08 1.32
C: -4.67 -2.62 -1.33
C: 4.65 3.97 1.65
C: -1.96 2.44 3.21
C: -3.21 -4.47 0.80
C: -0.90 -4.40 -4.77
C: -2.82 -5.40 1.75
C: -6.37 -3.62 -2.73
C: 2.92 0.68 -2.76
C: 1.43 2.26 3.47
C: 0.61 5.40 -2.41
C: 4.42 2.46 -2.16
C: 2.71 4.63 5.96
C: -5.66 -2.27 -0.42
C: -2.34 -3.47 0.38
C: 4.08 1.88 -4.48
C: -7.36 -3.26 -1.82
C: -2.94 4.53 2.55
C: -0.94 -5.08 -3.55
C: -1.70 4.95 2.07
C: 4.81 5.07 4.22
C: -1.97 -2.52 -3.73
C: 0.88 5.82 1.45
C: 5.70 0.63 4.28
C: 2.87 -0.86 0.67
H: 2.06 2.07 -1.79
H: -5.37 -1.76 0.49
H: -0.52 -6.07 -3.47
H: 1.40 6.12 -2.51
H: 2.30 -1.48 -0.02
H: -1.33 -2.55 -5.77
H: 3.28 1.88 4.07
H: 0.05 -0.17 -3.49
H: 2.41 -2.45 2.58
H: -0.35 -2.67 0.64
H: 6.12 -0.03 1.23
H: -8.39 -3.51 -2.01
H: -4.15 -0.50 2.14
H: 4.32 3.49 0.73
H: 0.34 -4.29 2.31
H: 1.21 -3.18 -3.89
H: -4.03 2.91 3.45
H: -2.34 3.61 -2.81
H: 3.82 5.79 7.38
H: 3.70 1.09 -5.14
H: 5.10 2.14 -4.78
H: -2.34 -1.51 -3.81
H: -2.04 1.45 3.62
H: 5.50 3.43 2.06
H: 3.44 2.76 -4.61
H: 1.94 5.90 1.22
H: -0.44 -4.86 -5.64
H: -0.82 -1.41 2.97
H: 0.65 6.40 2.35
H: 4.70 -1.41 -0.33
H: 2.39 -2.58 -4.86
H: 5.72 6.16 5.82
H: 6.37 -0.15 3.92
H: -1.24 -6.08 3.04
H: 3.75 3.34 -2.20
H: -2.53 -0.24 1.53
H: 5.43 2.82 -2.38
H: 6.24 1.31 4.95
H: -1.51 -5.01 -1.49
H: 5.63 5.24 3.54
H: 1.89 4.42 6.65
H: -7.75 -2.31 0.06
H: 0.47 -0.56 2.91
H: -6.63 -4.14 -3.64
H: 1.26 -2.43 3.53
H: 3.80 -0.90 -3.68
H: 4.88 0.16 4.82
H: 4.92 5.01 1.44
H: 0.30 6.23 0.61
H: -4.21 -4.52 0.37
H: 4.42 2.06 -1.15
H: -3.51 -6.18 2.06
H: 1.28 4.08 -0.82
H: -4.29 -3.59 -3.21
H: -1.61 5.92 1.60
H: 0.60 3.76 4.57
H: -3.80 5.18 2.46

***

Entry 2:
Entry from OMol25: a 7-piece molecular cluster, C49H57F3N5O3 overall at a distorted geometry (the ωB97M-V functional and the def2-TZVPD basis).

## Properties
- Kohn-Sham gap (eV) = 7.27
- HOMO (Ha) = -0.3794
- F_max (eV/A) = 5.00
- LUMO level (eV) = -3.054
- total charge = +1

Element x y z (Å)
F: -3.91 0.25 -0.12
F: -1.56 -0.08 2.07
F: -2.27 -2.03 1.26
O: 0.77 3.96 -3.23
O: 5.87 1.99 -2.54
O: 1.07 2.46 -4.81
N: 0.71 1.30 -1.39
N: 4.58 -1.45 -1.23
N: 2.87 1.41 -2.43
N: 2.46 -0.30 -1.14
N: 3.95 0.62 -2.37
C: -2.15 -0.74 1.08
C: -5.65 4.59 -2.94
C: 3.77 -2.59 -0.67
C: -1.76 2.53 6.89
C: -9.88 -6.93 3.98
C: 2.87 2.64 -3.20
C: 1.50 2.97 -3.85
C: -6.66 2.42 -3.12
C: -5.88 1.97 -2.06
C: 4.63 -3.80 -0.25
C: -9.88 -4.53 4.16
C: 8.22 1.26 -4.69
C: -1.99 3.37 4.25
C: 7.57 -0.37 1.95
C: 6.32 1.83 -1.19
C: -0.21 0.56 -0.50
C: 10.07 0.36 2.91
C: -4.98 2.83 -1.44
C: -9.02 0.51 0.99
C: 9.53 0.79 -4.65
C: 10.05 0.09 -5.73
C: -2.58 -0.05 -0.05
C: -1.64 1.61 5.86
C: 9.95 -0.22 1.66
C: 8.94 0.58 3.69
C: -9.75 -0.61 1.38
C: -1.75 2.03 4.54
C: 5.26 0.78 -3.00
C: -2.00 3.87 6.61
C: -11.26 -6.92 3.80
C: -9.15 -1.86 1.39
C: -7.82 -2.00 1.02
C: -7.69 0.37 0.62
C: -4.86 4.14 -1.89
C: 1.92 0.83 -1.63
C: 3.68 -4.75 0.56
C: -11.26 -4.52 3.99
C: 7.96 0.34 -6.90
C: -2.11 4.29 5.29
C: 3.73 -0.44 -1.57
C: -9.19 -5.73 4.16
C: 7.69 0.22 3.21
C: -6.54 3.73 -3.56
C: -1.61 0.34 -1.16
C: -7.09 -0.88 0.63
C: -11.95 -5.71 3.81
C: 9.26 -0.14 -6.86
C: 8.70 -0.59 1.18
C: 7.44 1.03 -5.82
H: -2.10 4.59 7.41
H: -0.37 1.22 0.37
H: 3.73 -4.53 1.65
H: -1.67 2.21 7.92
H: -2.08 3.69 3.22
H: -1.66 1.31 3.74
H: 6.42 1.40 -5.85
H: 2.63 -4.52 0.28
H: -6.05 -0.99 0.33
H: -1.97 1.23 -1.70
H: 3.09 -2.92 -1.48
H: 1.19 4.12 -2.37
H: -7.35 -2.97 1.04
H: -8.12 -5.74 4.29
H: -13.02 -5.71 3.69
H: 3.85 -5.82 0.35
H: 5.14 -1.77 -2.02
H: -9.49 1.48 0.99
H: 5.92 -0.09 -2.92
H: -9.72 -2.73 1.70
H: 7.82 1.81 -3.85
H: 10.15 0.97 -3.78
H: 8.61 -1.06 0.21
H: -5.56 5.61 -3.29
H: -4.38 2.48 -0.61
H: -5.97 0.95 -1.71
H: -1.56 -0.53 -1.85
H: -7.12 1.24 0.31
H: 0.35 2.17 -1.75
H: -1.45 0.57 6.09
H: 7.16 1.09 -1.13
H: 11.06 -0.29 -5.70
H: -2.29 5.33 5.06
H: 3.62 2.66 -4.00
H: -7.35 1.74 -3.60
H: 5.09 0.93 -4.09
H: 5.00 -4.39 -1.11
H: 0.19 -0.43 -0.22
H: 5.52 1.41 -0.54
H: -9.34 -7.87 3.97
H: 6.62 2.82 -0.82
H: 7.35 0.17 -7.78
H: 10.84 -0.39 1.05
H: -10.79 -0.51 1.66
H: 6.81 0.39 3.81
H: 3.15 3.48 -2.52
H: 3.22 -2.25 0.22
H: -11.80 -3.58 3.99
H: -9.34 -3.60 4.29
H: 9.67 -0.68 -7.70
H: -7.16 4.08 -4.38
H: 5.46 -3.45 0.40
H: 11.05 0.65 3.28
H: 6.59 -0.66 1.58
H: -11.79 -7.85 3.66
H: -4.16 4.82 -1.41
H: 9.03 1.04 4.66

***

Entry 3:
Entry from OMol25: C49H58AsCdCl3N5O4Si as an isolated structure at a distorted geometry (the ωB97M-V functional and the def2-TZVPD basis).

## Properties
- Kohn-Sham gap (eV) = 6.83
- HOMO (Ha) = -0.1854
- F_max (eV/A) = 4.77
- LUMO level (eV) = 1.786
- energy relative to the best compared isomer or geometry (same formula, charge and spin) (eV) = 1.700
- total charge = -1

Element x y z (Å)
Cd: 0.14 1.46 0.39
As: -3.52 -0.11 -1.00
Cl: -1.90 2.39 3.58
Cl: -1.79 4.69 1.25
Cl: 1.01 3.96 2.97
Si: -0.64 3.20 2.09
O: -1.82 0.53 -1.00
O: -0.18 -0.16 2.31
O: 3.32 3.55 -1.49
O: 4.22 -0.63 3.67
N: 1.53 2.21 -1.38
N: 0.85 -0.69 -0.45
N: -0.06 -1.78 -0.73
N: 2.57 1.40 1.19
N: 2.35 -1.22 2.49
C: 0.04 5.35 -1.94
C: 3.48 -0.61 -3.74
C: 2.27 -2.47 3.10
C: -4.47 -2.91 -1.10
C: -4.31 2.16 0.65
C: 2.13 1.96 -5.03
C: 1.42 -1.31 5.32
C: -3.48 -4.72 0.12
C: -5.59 -0.46 -5.17
C: 1.10 2.78 -5.46
C: 2.29 1.71 -3.66
C: 2.06 -3.70 5.18
C: 4.85 1.55 -3.55
C: -2.02 4.12 -2.79
C: -6.02 0.49 0.20
C: -0.02 -1.52 5.96
C: 4.48 1.82 2.64
C: -3.74 -1.03 -3.71
C: 2.40 -0.88 6.42
C: -3.69 -1.97 -0.38
C: -6.56 2.54 1.30
C: 3.46 0.89 -3.24
C: -4.14 -0.06 -2.78
C: -4.44 -1.21 -4.93
C: 2.24 -4.82 0.34
C: 4.50 -3.71 0.84
C: 3.40 1.00 2.15
C: 3.01 2.50 0.55
C: -7.00 1.40 0.67
C: -0.58 3.99 -2.26
C: 2.95 -3.64 0.98
C: -2.79 -2.46 0.59
C: -5.21 2.90 1.39
C: -4.69 0.86 0.20
C: -2.62 -3.81 0.78
C: 2.69 -3.60 2.47
C: -5.98 0.51 -4.27
C: -5.29 0.67 -3.07
C: 4.60 3.10 2.17
C: 2.91 -4.75 3.20
C: 2.57 2.81 -0.85
C: -4.42 -4.26 -0.78
C: 0.28 3.16 -3.21
C: 0.14 3.31 -4.54
C: 2.65 -4.78 4.57
C: 1.92 -2.49 4.51
C: 3.86 3.43 1.05
C: 3.37 -0.39 2.79
C: 1.36 2.30 -2.75
H: -6.11 -0.62 -6.15
H: -4.09 -1.96 -5.63
H: 1.35 -0.51 4.57
H: 2.91 -5.71 0.42
H: 5.23 1.31 3.28
H: -2.16 -1.71 1.12
H: 4.35 -1.15 -3.40
H: 1.42 -0.53 -1.30
H: 2.59 -2.68 0.58
H: -4.88 3.76 1.97
H: -0.73 -1.76 5.13
H: 4.06 4.38 0.53
H: 2.59 -1.12 -3.35
H: -5.12 -2.53 -1.90
H: -5.14 -4.94 -1.21
H: -2.96 -1.72 -3.49
H: 5.04 1.42 -4.65
H: 3.43 -0.72 -4.83
H: 2.42 -1.72 7.09
H: 0.19 5.95 -2.86
H: 4.84 -2.86 1.41
H: 1.50 -1.02 0.25
H: -0.60 0.20 3.13
H: 2.95 -5.67 5.13
H: -0.59 6.01 -1.30
H: -2.20 4.95 -3.53
H: 3.40 0.77 -2.15
H: 1.06 2.98 -6.51
H: -5.61 1.47 -2.39
H: 3.45 -0.73 6.08
H: 1.94 -0.08 7.05
H: -0.17 -2.34 0.15
H: 0.72 -0.52 2.50
H: -6.87 1.13 -4.48
H: 3.38 -5.60 2.68
H: 1.70 -3.82 6.22
H: 1.95 -4.58 -0.77
H: -1.78 -4.18 1.43
H: 4.83 2.65 -3.46
H: -0.64 3.39 -1.38
H: 5.41 3.79 2.49
H: -6.30 -0.51 -0.25
H: 4.92 -3.62 -0.19
H: -8.04 1.11 0.71
H: -0.32 -0.65 6.54
H: -7.31 3.18 1.72
H: 5.70 1.06 -3.07
H: 0.12 -2.38 6.61
H: -3.22 2.45 0.46
H: 4.97 -4.58 1.26
H: -3.45 -5.77 0.34
H: -2.62 4.36 -1.89
H: -0.71 3.84 -5.00
H: 0.97 5.14 -1.44
H: 2.85 1.56 -5.72
H: -2.38 3.22 -3.23
H: -0.93 -1.32 -0.97
H: 1.26 -5.06 0.80

***

Entry 4:
Entry from OMol25: C49H58Br6N3O5Ti as an isolated structure (the ωB97M-V functional and the def2-TZVPD basis).

## Properties
- multiplicity = 2
- Kohn-Sham gap (alpha / beta) (eV) = 3.99 / 6.22
- HOMO (alpha / beta) (Ha) = -0.0091 / -0.0912
- F_max (eV/A) = 0.53
- LUMO level (alpha / beta) (eV) = 3.744 / 3.742
- energy relative to the best compared isomer or geometry (same formula, charge and spin) (eV) = 0.621
- total charge = -2

Element x y z (Å)
Br: -6.25 2.68 -0.54
Br: 3.73 -0.73 -5.43
Br: -1.96 -3.96 -4.99
Br: -3.56 0.87 -5.19
Br: 2.80 -2.72 -7.97
Br: -0.07 -4.37 -7.73
Ti: 0.12 -0.26 -2.01
O: 1.58 -0.72 -3.26
O: 0.12 -1.51 -0.63
O: -1.28 0.45 -3.08
O: 1.18 1.36 -2.01
O: -0.60 -1.97 -3.09
N: 2.25 -3.52 -0.29
N: -1.25 0.81 -0.59
N: 2.59 -0.42 0.02
C: 2.18 2.06 -0.04
C: -2.41 0.92 -2.59
C: 0.68 5.51 -2.67
C: -1.33 -2.85 2.41
C: 2.24 2.89 1.07
C: 0.33 -2.13 5.80
C: -0.05 4.18 -2.36
C: -4.67 1.95 -1.34
C: -3.55 1.69 -0.53
C: 1.99 -4.68 0.52
C: -0.75 -2.69 4.87
C: 0.67 -1.72 2.96
C: -1.39 -4.14 -0.92
C: -2.09 -2.03 5.24
C: -1.16 1.08 0.75
C: -2.14 -3.21 0.04
C: -3.56 1.19 -3.32
C: -0.32 -3.04 -5.21
C: 1.29 -1.49 -4.29
C: 2.09 -1.66 -5.40
C: 1.79 6.33 2.07
C: 3.14 0.91 -0.20
C: 1.28 2.30 -1.09
C: -3.43 1.90 0.87
C: -3.23 -4.05 0.72
C: -0.85 -4.20 5.11
C: 2.11 -0.56 1.37
C: 0.67 4.33 0.03
C: -2.85 -2.11 -0.75
C: -0.11 4.93 2.90
C: 3.60 -1.39 -0.36
C: -2.20 1.60 1.47
C: -1.15 -2.62 1.06
C: 0.05 -2.18 -4.18
C: 1.34 4.90 2.40
C: 2.30 -3.85 -1.70
C: 0.07 3.33 -3.62
C: -2.42 1.15 -1.20
C: -1.53 4.49 -2.09
C: 0.63 3.56 -1.13
C: 3.42 -2.82 0.16
C: -0.04 -1.83 0.65
C: 0.89 -1.43 1.62
C: -4.69 1.71 -2.70
C: -0.45 -2.41 3.40
C: 1.42 4.01 1.16
C: 1.69 -2.52 -6.45
C: 0.49 -3.21 -6.34
C: 2.22 4.38 3.54
H: 3.52 0.93 -1.23
H: 1.41 -1.36 3.67
H: 1.81 -4.39 1.55
H: 2.93 2.64 1.86
H: -1.97 4.96 -2.97
H: 2.91 -0.91 2.04
H: 4.59 -1.07 0.03
H: 4.35 -3.36 -0.12
H: 1.11 3.07 -3.84
H: -0.78 5.32 2.14
H: -5.58 1.93 -3.28
H: 3.67 -1.39 -1.45
H: 4.01 1.08 0.47
H: -2.20 -3.41 2.73
H: -2.05 1.77 2.53
H: 0.60 6.22 -1.85
H: -1.65 5.16 -1.24
H: -3.65 -2.55 -1.36
H: -0.98 -5.00 -0.37
H: -1.63 -4.65 4.49
H: -2.08 3.58 -1.88
H: 0.09 -4.69 4.86
H: 1.35 -4.27 -2.02
H: 2.82 -5.42 0.49
H: -2.82 -4.87 1.31
H: 1.85 0.44 1.74
H: 1.30 -2.58 5.59
H: 2.11 5.02 4.41
H: 1.09 -5.18 0.15
H: -3.86 -4.49 -0.06
H: 0.24 5.96 -3.56
H: 3.10 -4.58 -1.92
H: 2.82 6.33 1.72
H: -0.20 5.55 3.79
H: 3.40 -2.80 1.25
H: 1.17 6.76 1.28
H: 2.47 -2.95 -2.29
H: 1.93 3.36 3.82
H: -1.08 -4.41 6.16
H: -3.29 -1.37 -0.08
H: -0.33 3.90 -4.47
H: 0.42 -1.05 5.69
H: -0.49 2.40 -3.55
H: -0.58 -3.61 -1.42
H: -2.07 -4.51 -1.69
H: -0.45 3.92 3.13
H: 3.27 4.37 3.25
H: 1.72 6.97 2.95
H: -2.33 -2.21 6.29
H: -0.21 0.87 1.21
H: -4.25 2.31 1.44
H: 0.09 5.24 0.05
H: -2.90 -2.42 4.63
H: -3.88 -3.45 1.35
H: -2.18 -1.61 -1.44
H: -2.04 -0.95 5.08
H: 1.74 5.33 -2.86
H: 0.07 -2.34 6.83